# 1
{
  "formula": "CH5INO",
  "method": "ωB97M-V with the def2-TZVPD basis set",
  "e_above_lowest_kcal_mol": 12.34,
  "total_charge": 1,
  "spin_multiplicity": 1,
  "orbital_gap_ev": 10.206,
  "species": ["C", "N", "O", "I", "H", "H", "H", "H", "H"],
  "coordinates": [[-0.537, 0.459, 0.478], [0.228, 1.306, 0.000], [0.509, -1.354, -0.543], [-2.479, 0.194, -0.198], [-0.074, -0.046, 1.260], [1.092, 1.392, 0.485], [0.167, 1.939, -0.744], [0.864, -1.732, 0.311], [0.231, -2.159, -1.049]]
}


# 2
{
  "formula": "CH5INP",
  "method": "ωB97M-V with the def2-TZVPD basis set",
  "smiles": "CN(P)I",
  "e_above_lowest_kcal_mol": 65.22,
  "spin_multiplicity": 1,
  "orbital_gap_ev": 7.983,
  "species": ["C", "N", "P", "I", "H", "H", "H", "H", "H"],
  "coordinates": [[-0.330, 0.234, -1.124], [-0.065, 0.599, 0.302], [1.095, -0.371, 1.140], [-1.600, 1.555, 1.435], [-0.925, 1.006, -1.432], [0.647, 0.165, -1.443], [-0.879, -0.624, -1.333], [0.871, 0.135, 2.435], [0.408, -1.669, 1.443]]
}


# 3
{
  "formula": "CH5N",
  "method": "ωB97M-V with the def2-TZVPD basis set",
  "smiles": "CN",
  "e_above_lowest_kcal_mol": 43.07,
  "spin_multiplicity": 1,
  "orbital_gap_ev": 10.152,
  "species": ["C", "N", "H", "H", "H", "H", "H"],
  "coordinates": [[0.677, -0.051, 0.016], [-0.700, -0.007, -0.147], [1.454, -0.136, -0.996], [0.879, 1.006, 0.372], [1.055, -0.606, 0.992], [-1.405, -0.865, 0.245], [-1.146, 0.950, 0.318]]
}


# 4
{
  "formula": "CH5N2O3P",
  "method": "ωB97M-V with the def2-TZVPD basis set",
  "smiles": "NP(O)NC(=O)O",
  "e_above_lowest_kcal_mol": 0.00,
  "spin_multiplicity": 1,
  "orbital_gap_ev": 8.915,
  "species": ["N", "P", "O", "N", "C", "O", "O", "H", "H", "H", "H", "H"],
  "coordinates": [[1.854, 1.073, -0.360], [0.751, -0.296, -0.290], [1.710, -1.586, 0.377], [-0.514, -0.058, 0.923], [-1.767, 0.462, 0.351], [-2.273, 1.477, 0.898], [-2.487, -0.102, -0.728], [2.255, 1.131, -1.312], [1.410, 1.964, -0.086], [2.102, -2.023, -0.417], [-0.643, -0.964, 1.406], [-2.398, -1.080, -0.764]]
}


# 5
{
  "formula": "CH5N2O3S",
  "method": "ωB97M-V with the def2-TZVPD basis set",
  "e_above_lowest_kcal_mol": 59.32,
  "total_charge": -1,
  "spin_multiplicity": 1,
  "orbital_gap_ev": 7.439,
  "species": ["C", "N", "N", "O", "O", "O", "S", "H", "H", "H", "H", "H"],
  "coordinates": [[-1.417, -0.100, 0.075], [-1.162, 1.793, 1.357], [-1.768, 1.179, 0.470], [0.438, -0.003, -1.903], [3.415, -1.236, -0.650], [1.803, -0.962, 1.146], [2.052, -1.453, -0.197], [-0.861, -0.680, 0.830], [-2.274, -0.644, -0.316], [-0.653, -0.008, -0.832], [0.818, 0.871, -1.793], [-0.391, 1.244, 1.812]]
}


# 6
{
  "formula": "CH5N2O3S",
  "method": "ωB97M-V with the def2-TZVPD basis set",
  "e_above_lowest_kcal_mol": 53.79,
  "total_charge": 1,
  "spin_multiplicity": 1,
  "orbital_gap_ev": [9.749, 5.162],
  "species": ["C", "N", "N", "O", "O", "O", "S", "H", "H", "H", "H", "H"],
  "coordinates": [[0.550, -0.583, -0.603], [0.704, -1.395, -1.617], [-0.530, 0.109, -0.296], [2.229, 1.264, 1.991], [1.253, -1.796, 3.790], [1.114, -0.545, 3.160], [2.423, -0.114, 2.270], [0.001, -1.325, -2.444], [1.698, -1.517, -1.834], [-1.545, -0.154, -0.564], [-0.345, 0.858, 0.413], [0.409, -2.268, 3.768]]
}


# 7
{
  "formula": "CH5N2OP",
  "method": "ωB97M-V with the def2-TZVPD basis set",
  "e_above_lowest_kcal_mol": 86.89,
  "spin_multiplicity": 1,
  "orbital_gap_ev": 7.441,
  "species": ["C", "N", "N", "O", "P", "H", "H", "H", "H", "H"],
  "coordinates": [[1.312, -1.301, -0.340], [-0.754, 1.154, 0.059], [-0.584, 0.091, 0.780], [1.733, 1.294, -0.347], [1.899, 0.102, 0.533], [1.244, -2.234, 0.194], [0.906, -1.253, -1.340], [-1.108, 0.946, -0.870], [-0.042, 1.902, 0.059], [-0.232, 0.318, 1.717]]
}


# 8
{
  "formula": "CH5N2P",
  "method": "ωB97M-V with the def2-TZVPD basis set",
  "smiles": "C/N=P/N",
  "e_above_lowest_kcal_mol": 17.83,
  "spin_multiplicity": 1,
  "orbital_gap_ev": 9.332,
  "species": ["C", "N", "P", "N", "H", "H", "H", "H", "H"],
  "coordinates": [[0.066, -1.204, 1.133], [-0.077, -0.278, 0.014], [0.534, 1.168, -0.001], [0.016, 1.411, -1.659], [-0.245, -2.193, 0.762], [1.157, -1.160, 1.496], [-0.513, -0.694, 1.904], [-0.312, 2.232, -2.123], [-0.627, 0.718, -1.526]]
}


# 9
{
  "formula": "CH5N2P",
  "method": "ωB97M-V with the def2-TZVPD basis set",
  "smiles": "[H]/N=P/[H].C=N",
  "e_above_lowest_kcal_mol": 58.67,
  "spin_multiplicity": 1,
  "orbital_gap_ev": 8.948,
  "species": ["H", "N", "P", "H", "C", "N", "H", "H", "H"],
  "coordinates": [[2.648, 1.024, 0.503], [2.101, 0.388, -0.081], [2.207, -1.151, 0.025], [1.363, -1.128, -1.031], [-1.743, 0.402, -0.191], [-1.025, -0.311, 0.485], [-2.825, 0.590, -0.203], [-1.228, 1.060, -0.794], [-1.498, -0.873, 1.287]]
}


# 10
{
  "formula": "CH5N2S",
  "method": "ωB97M-V with the def2-TZVPD basis set",
  "e_above_lowest_kcal_mol": 10.16,
  "total_charge": -1,
  "spin_multiplicity": 1,
  "orbital_gap_ev": 7.130,
  "species": ["S", "H", "N", "C", "N", "H", "H", "H", "H"],
  "coordinates": [[1.888, 0.110, -1.044], [3.171, -0.036, -1.415], [-0.706, 0.671, 0.111], [-1.577, -0.276, 0.533], [-1.817, -0.573, 1.754], [-0.330, 0.540, -0.826], [0.105, 0.820, 0.706], [-2.085, -0.794, -0.292], [-2.711, -1.041, 1.843]]
}